No. 1
27
Properties=species:S:1:pos:R:3 method="wB97M-V/def2-TZVPD" multiplicity=1 smiles="CC=[S@](=O)(NN)OC(=S)c1ccccc1" e_tot_ha=-1406.28407 e_lumo_ev=-0.9 relative_energy_kcal_mol=36.1 total_charge=0
S 1.19540 -0.05053 0.70556
S -0.98717 -3.08837 0.86402
O 0.42630 0.32621 1.82435
O 0.39724 -1.20313 -0.17174
N 3.51887 -1.46966 0.59082
N 2.32692 -1.21698 1.29383
C -0.83738 -1.53902 0.30223
C -2.89597 1.46556 -0.38926
C 2.47891 0.95873 -1.36183
C -4.17149 1.14149 0.00704
C 1.29418 1.21531 -0.44818
C -1.93755 -0.62842 0.29205
C -3.24384 -1.01140 0.74506
C -4.25106 -0.13811 0.59485
C -1.84732 0.59247 -0.35254
H 2.57390 -0.01987 -1.64388
H 1.73411 -1.95475 1.45407
H -5.31164 -0.42496 0.94311
H 3.44463 -2.36169 0.12194
H -0.84576 0.99088 -0.72802
H 3.33100 1.40534 -0.90134
H -3.37613 -1.82995 1.30287
H 2.36254 1.65200 -2.12146
H 4.23446 -1.64829 1.33651
H -5.03277 1.70772 -0.15177
H 1.29673 2.21040 -0.06984
H -2.68971 2.41617 -1.00260

No. 2
28
Properties=species:S:1:pos:R:3 method="wB97M-V/def2-TZVPD" multiplicity=1 smiles="COC[C@@](N[PH2]=O)(C(=O)[O-])c1cccnc1" e_tot_ha=-1102.01719 e_lumo_ev=3.3 total_charge=-1
P 0.88173 -2.30969 -1.29913
O -2.48023 -1.06736 1.27630
O -1.25019 0.20778 2.58560
O 2.31294 -2.26303 -0.84504
O 1.35594 -0.99519 2.13704
N 0.22646 1.93300 -2.65328
N -0.29054 -1.94765 -0.09260
C -0.60883 0.52543 -0.72611
C -1.94832 1.10535 -0.83873
C -1.02641 2.44413 -2.72284
C 1.06287 -0.09565 1.06917
C -1.41172 -0.44355 1.49759
C -2.15779 2.12567 -1.87322
C 0.39559 1.01970 -1.66080
C -0.27155 -0.54153 0.37268
C 1.90453 -0.26955 3.23712
H 2.37892 -0.96936 3.97691
H -2.79757 0.83922 -0.17665
H -1.21040 3.19973 -3.52993
H 1.10929 0.29804 3.78487
H 2.68006 0.45379 2.85311
H 0.69540 -1.55552 -2.50867
H -3.14357 2.62460 -1.99061
H -1.19691 -2.19498 -0.51400
H 1.91443 0.06564 0.36037
H 0.84250 0.91091 1.52965
H 1.41840 0.57154 -1.57036
H 0.61498 -3.67150 -1.67846

No. 3
25
Properties=species:S:1:pos:R:3 method="wB97M-V/def2-TZVPD" multiplicity=1 e_tot_ha=-932.88487 e_lumo_ev="0.3 / 0.3" relative_energy_kcal_mol=130.7 total_charge=0
S 1.04169 -1.21738 -0.49029
O -0.57785 -3.30690 0.96454
N 1.10719 -1.53992 -2.03139
N -0.05745 0.17158 -0.42193
C -3.07571 -1.15917 -0.52954
C -3.54168 0.10416 -0.83100
C -1.90925 -1.31079 0.25326
C -1.95717 1.06391 0.79810
C 2.61277 -0.18060 -0.24711
C 2.69418 0.27324 1.24194
C -1.00855 -0.10684 0.68102
C -3.04674 1.25567 0.02886
C -1.24181 -2.43495 0.51538
H 3.68801 0.48970 1.53150
H 3.22004 -1.02383 -0.59395
H -3.52098 -2.03036 -1.03136
H 2.88372 0.74841 -0.79042
H -3.72258 2.14335 0.04359
H -0.47538 0.55171 -1.28447
H 1.00683 -2.50903 -2.36313
H 2.19912 -0.57454 1.95762
H -1.45632 1.81731 1.28861
H 2.11410 1.22502 1.40648
H -4.40634 0.18839 -1.33875
H -0.39567 -0.37672 1.47696